Record 1
{"formula": "C9H14", "method": "ωB97M-V/def2-TZVPD", "species": ["C", "C", "C", "C", "C", "C", "C", "C", "C", "H", "H", "H", "H", "H", "H", "H", "H", "H", "H", "H", "H", "H", "H"], "xyz": [[-2.547753, 0.498066, -1.606485], [-1.258645, -0.009833, -1.253883], [0.044734, -1.496477, 0.176109], [-0.177136, -0.116914, -2.228218], [1.338605, 0.303653, 2.605976], [0.869207, -0.823965, -2.063560], [0.985584, -1.682493, -0.822210], [-1.120157, -0.653913, -0.009411], [1.284104, 1.513612, 1.629704], [1.803620, -2.285663, -0.612217], [-3.054170, 0.818708, -0.627497], [0.491635, 0.415149, 3.400179], [-3.249173, -0.222046, -2.125638], [-1.773050, -0.436913, 0.701227], [1.724010, -0.873495, -2.803967], [2.371999, 0.309070, 3.160870], [1.789751, 1.382230, 0.746048], [-2.651905, 1.526589, -2.047179], [0.313003, 1.911542, 1.504080], [0.065546, -2.219873, 1.108956], [1.333497, -0.715669, 2.189000], [-0.408050, 0.512326, -3.069337], [1.824747, 2.346309, 2.047452]], "atomic_forces_ev_per_a": [[-3.935, 2.818, 1.055], [2.834, -2.530, 1.006], [-1.017, -1.527, 0.893], [-6.030, 3.485, 0.324], [0.905, 0.485, 1.992], [5.879, -4.956, 2.278], [-2.214, 3.318, -1.278], [4.561, -0.534, -4.701], [0.163, -0.382, 2.635], [1.399, -1.074, -0.102], [0.244, -1.048, -1.008], [1.611, -0.390, -1.305], [0.956, 0.782, 0.447], [-2.917, 0.350, 3.174], [-1.220, 0.092, 0.886], [-1.944, 0.198, -0.714], [0.751, -0.831, -2.414], [0.723, -1.087, -0.608], [-1.211, -0.034, -0.541], [0.125, 1.818, -1.842], [-0.470, 0.719, -0.181], [0.515, -0.023, -0.675], [0.292, 0.351, 0.680]], "lowdin_charge": [-0.102, -0.285, -0.116, -0.102, -0.164, -0.093, -0.054, -0.026, -0.161, 0.064, 0.098, 0.089, 0.108, 0.054, 0.123, 0.085, 0.028, 0.091, 0.045, 0.137, 0.016, 0.110, 0.053], "homo_lumo_gap_ha": 0.3569, "homo_ev": -8.71, "total_energy_ev": -9557.9427, "de_lowest_ev": 2.239}

Record 2
{"formula": "C9H14", "method": "ωB97M-V/def2-TZVPD", "species": ["C", "C", "C", "C", "C", "C", "C", "C", "C", "H", "H", "H", "H", "H", "H", "H", "H", "H", "H", "H", "H", "H", "H"], "xyz": [[-2.268664, 1.064679, 0.855833], [-0.830770, -2.458057, 0.872406], [-1.753037, -1.415834, 0.929422], [1.447530, 2.651876, -1.893169], [0.017993, 0.126390, 0.527536], [-1.346102, -0.108413, 0.701018], [2.647225, 1.760631, -2.132653], [0.505490, -2.241960, 0.650335], [0.926499, -0.901522, 0.513881], [1.982873, -0.707990, 0.460208], [-3.244892, 0.887241, 1.286970], [-1.705823, 1.795568, 1.461627], [-2.773187, -1.560175, 1.239832], [2.402437, 0.773773, -2.522643], [-2.297321, 1.607947, -0.080342], [0.608438, 2.149955, -1.403150], [1.002215, 2.946955, -2.843574], [-1.219768, -3.455328, 1.008923], [1.300006, -2.954625, 0.480932], [3.245497, 1.635892, -1.240654], [1.651044, 3.519087, -1.276549], [0.367784, 1.150339, 0.553792], [3.344225, 2.186195, -2.851646]], "atomic_forces_ev_per_a": [[1.438, 0.882, 0.041], [-0.648, -0.809, 0.034], [0.479, 0.698, -0.078], [-0.931, -0.337, -0.296], [-0.031, 0.331, 0.325], [-0.128, -0.461, 0.730], [0.466, -0.027, -0.070], [0.690, 1.685, -0.674], [-0.207, -0.860, 0.134], [0.241, 0.192, -0.197], [-0.095, -0.185, -0.118], [-0.523, -0.222, 0.306], [-0.266, -0.404, -0.177], [-0.248, -0.023, 0.116], [-0.662, -0.069, -0.474], [0.307, -0.285, 0.145], [0.189, 0.386, -0.054], [0.105, -0.246, 0.058], [-0.447, -0.624, 0.408], [0.011, -0.224, 0.422], [0.274, 0.286, -0.143], [0.057, 0.056, -0.264], [-0.073, 0.258, -0.174]], "lowdin_charge": [-0.050, -0.099, -0.051, -0.169, -0.075, -0.282, -0.171, -0.088, -0.086, 0.096, 0.076, 0.084, 0.105, 0.064, 0.075, 0.035, 0.064, 0.098, 0.099, 0.054, 0.063, 0.100, 0.058], "homo_lumo_gap_ha": 0.3672, "homo_ev": -8.98, "total_energy_ev": -9559.7303, "de_lowest_ev": 0.451}

Record 3
{"formula": "C9H14", "method": "ωB97M-V/def2-TZVPD", "species": ["C", "C", "C", "C", "C", "C", "C", "C", "C", "H", "H", "H", "H", "H", "H", "H", "H", "H", "H", "H", "H", "H", "H"], "xyz": [[0.226503, -0.486440, 1.743647], [-1.831689, -1.009729, 0.379423], [1.759866, -2.038658, -0.071440], [2.329328, -1.383273, 1.020852], [0.438819, -1.706240, -0.357631], [0.096372, 1.923483, -1.587799], [-0.332758, -1.155733, 0.681367], [-1.313691, 2.417375, -1.172899], [1.642346, -0.556148, 1.876701], [-0.280865, 0.154561, 2.450904], [-2.312389, -1.983408, 0.275207], [0.767869, 2.649589, -1.137267], [-1.299081, 3.353557, -0.612368], [0.183398, 0.954247, -1.083383], [2.265572, -2.764765, -0.690593], [3.404528, -1.415404, 1.191969], [-0.141069, -1.989593, -1.228495], [-2.049023, 2.418709, -1.972690], [1.991638, 0.097957, 2.664754], [-1.798531, -0.413916, -0.533338], [-2.428579, -0.510317, 1.139519], [-1.626363, 1.761187, -0.353995], [0.307809, 1.682949, -2.622452]], "atomic_forces_ev_per_a": [[2.161, -0.402, 0.037], [0.823, -0.165, 0.198], [-1.022, 0.770, -0.249], [1.854, 0.148, 0.464], [-0.339, -1.024, 1.645], [-0.763, -0.311, 1.216], [-1.731, 1.351, -0.712], [0.144, -0.485, 0.554], [-2.622, 0.330, -0.171], [-0.565, -0.286, -0.104], [0.121, 0.025, -0.529], [0.672, -0.367, -0.405], [0.123, 0.439, -0.748], [0.633, 0.234, 0.020], [0.480, 0.362, -0.096], [-0.093, -0.456, -0.178], [0.458, -0.421, -0.164], [-0.121, 0.122, 0.120], [0.973, -0.413, -0.113], [-0.891, -0.244, -0.165], [0.356, 0.346, 0.127], [-0.462, -0.217, -0.430], [-0.187, 0.664, -0.318]], "lowdin_charge": [-0.055, -0.054, -0.072, -0.116, -0.067, -0.138, -0.297, -0.157, -0.085, 0.106, 0.077, 0.062, 0.059, 0.033, 0.101, 0.100, 0.114, 0.061, 0.099, 0.060, 0.074, 0.036, 0.060], "homo_lumo_gap_ha": 0.3682, "homo_ev": -8.99, "total_energy_ev": -9559.0058, "de_lowest_ev": 1.176}